Entry 1:
Density functional theory data (ωB97M-V with the def2-TZVPD basis set) for a 4-piece molecular cluster, C30H31F9N4O12S2 overall in a non-equilibrium geometry.

Computed properties:
- LUMO energy (eV) = -1.07
- highest occupied orbital energy (eV) = -8.60
- total charge = 0
- orbital gap (eV) = 7.536

Positions of all 88 atoms, in Å:
N  -2.33839  -0.97251  -3.61994
C  -1.41753  -1.98363  -3.01630
C  -2.32551  -2.98293  -2.11779
O  -2.02838  -4.33331  -2.62290
C  -1.96607  -2.96425  -0.56003
C  -3.12470  -2.48661  0.42471
C  -4.46958  -3.35107  0.32645
C  -4.21029  -4.90438  -0.03853
O  -3.32239  -5.53203  0.91696
O  -3.88307  -5.53887  2.16555
C  -5.56243  -2.82322  -0.71529
S  -5.38547  -1.07264  -1.26264
O  -6.52477  -0.18123  -0.80857
O  -5.46831  -1.08597  -2.77364
O  -3.89293  -0.42227  -0.88376
C  -3.39291  -0.87711  0.40708
S  -4.62848  -0.59293  1.81120
C  -2.03269  -0.03729  0.64408
F  -1.08603  -0.73542  1.42100
F  -1.44407  0.05792  -0.65533
C  -2.25171  1.47969  1.09839
F  -3.43618  2.05472  0.58529
F  -1.21474  2.21936  0.44194
C  -2.04950  1.78022  2.64937
F  -2.98103  2.80628  2.98196
F  -2.32106  0.72046  3.51194
C  -0.61391  2.36241  3.04745
F  -0.55488  2.30403  4.46256
F  -0.43081  3.70338  2.72499
F  0.45430  1.54590  2.62030
H  -2.11489  -0.01460  -3.33448
H  -2.28274  -1.06609  -4.64282
H  -0.52557  -1.54867  -2.44122
H  -0.97624  -2.59154  -3.88948
H  -3.40670  -2.77338  -2.38023
H  -1.05941  -4.42995  -2.72913
H  -1.67375  -4.04161  -0.28319
H  -0.98934  -2.37406  -0.45638
H  -2.72371  -2.67496  1.48780
H  -4.98581  -3.37890  1.35158
H  -3.92040  -5.06749  -1.12198
H  -5.23558  -5.41278  0.10537
H  -3.62097  -4.71324  2.64645
H  -5.60704  -3.47091  -1.66279
H  -6.60865  -2.91731  -0.25192
H  -5.79523  -1.27622  1.53734
O  -1.78811  11.13308  0.53494
N  -1.22114  10.08181  0.28389
O  -0.36930  9.94580  -0.57923
C  -1.59172  8.90239  1.06894
C  -2.58598  9.00754  2.03831
C  -2.95125  7.87989  2.76471
C  -2.32279  6.66218  2.52402
C  -1.32309  6.56697  1.56116
C  -0.95340  7.68879  0.82803
H  -3.08275  9.95049  2.23473
H  -3.72891  7.94911  3.51738
H  -2.61434  5.78226  3.08911
H  -0.83499  5.61658  1.37969
H  -0.17549  7.60131  0.07841
O  0.90943  -1.86448  -1.91645
N  1.82940  -2.55987  -2.33040
O  1.73577  -3.75562  -2.55967
C  3.12270  -1.91670  -2.56118
C  3.27580  -0.56185  -2.27576
C  4.51298  0.03976  -2.47375
C  5.58250  -0.70834  -2.95666
C  5.41940  -2.05898  -3.24937
C  4.18682  -2.66977  -3.05194
H  2.45031  0.03122  -1.89907
H  4.64536  1.09235  -2.24868
H  6.54904  -0.23654  -3.10474
H  6.25520  -2.63547  -3.62764
H  4.07305  -3.72318  -3.28044
O  7.48575  -3.03482  -1.42150
N  8.09187  -2.12766  -0.87397
O  8.94466  -1.44250  -1.41544
C  7.77662  -1.84525  0.52720
C  6.83522  -2.62870  1.19017
C  6.55609  -2.37224  2.52750
C  7.21084  -1.33883  3.19026
C  8.14275  -0.55355  2.51866
C  8.43016  -0.80467  1.18199
H  6.31878  -3.43645  0.68460
H  5.82960  -2.98027  3.05522
H  6.99446  -1.14499  4.23602
H  8.64798  0.25242  3.03919
H  9.16027  -0.18823  0.67035

Here is what Mulliken gives for the atomic charges, in e: -0.45, -0.95, 0.59, -0.65, -1.31, 0.74, -0.02, -1.06, -0.17, -0.41, -1.15, 1.33, -0.69, -0.65, -0.30, -0.22, -0.16, 0.87, -0.34, -0.35, 0.19, -0.28, -0.30, 0.61, -0.28, -0.26, 0.54, -0.27, -0.15, -0.22, 0.21, 0.23, 0.09, 0.52, 0.16, 0.36, 0.55, 0.53, 0.35, 0.68, 0.31, 0.49, 0.34, 0.46, 0.38, 0.25, -0.60, 1.00, -0.60, -0.02, -0.31, -0.58, -0.25, -0.16, -0.52, 0.44, 0.38, 0.37, 0.42, 0.42, -0.59, 0.96, -0.62, 0.14, -0.17, -0.68, -0.51, -0.49, -0.35, 0.48, 0.39, 0.47, 0.38, 0.44, -0.59, 1.07, -0.61, 0.09, -0.26, -0.50, -0.39, -0.45, -0.34, 0.44, 0.38, 0.38, 0.37, 0.44

=====

Entry 2:
Density functional theory data (ωB97M-V with the def2-TZVPD basis set) for C35H43ClIrNP2S4 as an isolated structure.

Computed properties:
- LUMO energy (spin up / spin down) (eV) = -8.97 / -10.94
- 2S+1 = 2
- highest occupied orbital energy (spin up / spin down) (eV) = -14.29 / -14.29
- total charge = +3
- orbital gap (spin up / spin down) (eV) = 5.324 / 3.346

Positions of all 87 atoms, in Å:
Ir  -1.25746  0.86181  -1.04278
C  -3.81794  1.86380  -3.13346
C  -3.04525  3.12050  -2.80782
S  -1.25987  2.87094  -2.54363
C  -0.76038  2.28986  -4.20878
C  0.07380  1.02601  -4.21501
S  -0.55899  -0.28406  -3.13251
C  -2.09495  -0.72597  -4.03438
C  -3.28375  -0.90401  -3.12159
S  -3.50038  0.48367  -1.97749
H  -3.61001  1.51068  -4.14136
H  -4.88752  2.06979  -3.07834
H  -3.39395  3.58570  -1.88850
H  -3.15745  3.85433  -3.60784
H  -0.20503  3.10916  -4.66670
H  -1.67392  2.16065  -4.78520
H  1.09806  1.19241  -3.88612
H  0.13239  0.60796  -5.22206
H  -1.87123  -1.65500  -4.55972
H  -2.27574  0.03906  -4.78651
H  -3.18104  -1.77388  -2.47126
H  -4.20222  -1.02981  -3.69668
C  1.79197  -4.55123  4.43409
S  2.13960  -2.97941  5.24495
C  2.57944  -1.97702  3.81235
C  1.36879  -1.55515  2.98268
C  1.75518  -0.55036  1.91252
N  0.59640  -0.05557  1.12102
P  0.51913  1.50174  0.41046
C  2.06497  2.08396  -0.29137
C  3.14473  2.34061  0.56151
C  4.34690  2.78943  0.04072
C  4.47648  3.02024  -1.32319
C  3.39629  2.81368  -2.17122
C  2.20115  2.34489  -1.65255
C  0.17621  2.64225  1.73746
C  -0.21660  2.18896  2.99877
C  -0.47734  3.10350  4.00640
C  -0.36480  4.46491  3.75260
C  0.02826  4.91870  2.49820
C  0.30745  4.01244  1.49055
P  -0.32014  -1.00358  0.06354
C  -1.55007  -2.03112  0.84413
C  -2.26719  -2.90986  0.02121
C  -3.30291  -3.65949  0.54956
C  -3.62903  -3.53830  1.89723
C  -2.92222  -2.66795  2.71408
C  -1.88641  -1.90656  2.19070
C  0.84369  -2.04959  -0.80740
C  1.94771  -1.47284  -1.44446
C  2.95551  -2.27130  -1.94735
C  2.88091  -3.65548  -1.80965
C  1.80870  -4.23365  -1.15032
C  0.79285  -3.43581  -0.63915
H  1.61538  -5.27665  5.22573
H  2.65387  -4.88279  3.85578
H  0.90368  -4.50999  3.80389
H  3.30621  -2.51647  3.19987
H  3.08764  -1.09614  4.21142
H  0.62441  -1.12368  3.65570
H  0.91967  -2.44006  2.52021
H  2.49330  -0.97865  1.22776
H  2.20834  0.32507  2.37741
H  3.04853  2.22522  1.63282
H  5.18004  2.97913  0.70370
H  5.41424  3.38382  -1.72138
H  3.48743  3.03257  -3.22695
H  1.34783  2.21045  -2.30142
H  -0.27873  1.12792  3.20959
H  -0.75877  2.75647  4.99135
H  -0.56913  5.17645  4.54144
H  0.13174  5.97914  2.31291
H  0.63980  4.37088  0.52296
H  -1.98777  -3.03944  -1.01968
H  -3.84589  -4.35269  -0.07868
H  -4.43181  -4.13376  2.31093
H  -3.17026  -2.58479  3.76359
H  -1.33466  -1.23908  2.83877
H  2.04243  -0.39365  -1.51494
H  3.81016  -1.82104  -2.43450
H  3.67306  -4.27906  -2.20204
H  1.76448  -5.30623  -1.01933
H  -0.02028  -3.89965  -0.09831
Cl  -2.89650  2.53805  0.58277
C  -2.39150  0.85075  0.73647
H  -3.26231  0.20641  0.68301
H  -1.85744  0.71687  1.66885

Here is what Mulliken gives for the atomic charges, in e: 0.44, -0.77, -0.86, 0.11, -0.95, -1.07, 0.44, -1.17, -0.62, -0.01, 0.47, 0.61, 0.42, 0.56, 0.63, 0.60, 0.36, 0.68, 0.67, 0.53, 0.16, 0.60, -0.75, -0.06, -1.01, -0.08, -0.63, 0.83, 0.61, 0.98, -0.59, -0.78, -0.74, -0.57, 0.14, 1.29, -0.25, -0.93, -0.66, -0.66, -1.16, 0.15, 1.20, -1.05, -1.18, -0.79, -1.04, -0.75, 2.06, -0.46, -0.93, -0.81, -0.92, -1.08, 0.38, 0.27, 0.15, 0.42, 0.41, 0.25, 0.06, 0.48, 0.43, 0.38, 0.49, 0.46, 0.51, -0.22, 0.11, 0.51, 0.45, 0.49, 0.43, 0.95, 0.53, 0.48, 0.55, 0.27, 0.36, 0.52, 0.46, 0.52, 0.57, 0.06, -1.32, 0.76, 0.63

=====

Entry 3:
Density functional theory data (ωB97M-V with the def2-TZVPD basis set) for C18H33HfO3P3 as an isolated structure in a non-equilibrium geometry.

Computed properties:
- LUMO energy (spin up / spin down) (eV) = -16.01 / -16.01
- highest occupied orbital energy (spin up / spin down) (eV) = -20.30 / -20.30
- total charge = +4
- orbital gap (spin up / spin down) (eV) = 4.293 / 4.285

Positions of all 58 atoms, in Å:
P  -1.53998  3.09006  -1.59667
C  -2.70279  4.05366  -0.58102
H  -3.23104  4.83742  -1.14696
H  -2.15194  4.50250  0.26275
H  -3.43216  3.34084  -0.15622
C  -0.33610  4.29325  -2.23592
H  0.40094  3.76710  -2.86364
H  0.21210  4.71153  -1.37745
H  -0.78799  5.11254  -2.81335
C  -2.51449  2.55492  -3.04523
H  -2.94596  3.37971  -3.63290
H  -3.32424  1.89655  -2.69217
H  -1.87767  1.94321  -3.70078
P  -2.06229  -3.20101  0.05047
C  -3.51406  -3.23060  1.15058
H  -3.97692  -4.22766  1.22817
H  -4.24638  -2.48843  0.78660
H  -3.17678  -2.88913  2.14578
C  -2.67942  -3.72943  -1.57285
H  -1.84515  -3.72935  -2.29165
H  -3.39680  -2.97233  -1.92130
H  -3.16288  -4.71464  -1.56198
C  -0.99557  -4.55635  0.64631
H  -1.47200  -5.54773  0.62883
H  -0.67735  -4.31756  1.67438
H  -0.07905  -4.58474  0.03904
P  2.53395  0.52838  2.78338
C  1.88189  0.84979  4.44665
H  2.65851  1.12152  5.17556
H  1.33449  -0.04231  4.78946
H  1.14726  1.66656  4.35628
C  3.72171  -0.83698  2.98918
H  4.51928  -0.62451  3.71777
H  4.17094  -1.08130  2.01160
H  3.15747  -1.72569  3.31711
C  3.54099  1.99581  2.36990
H  4.36440  2.19582  3.07273
H  2.87269  2.87144  2.33405
H  3.95584  1.87587  1.35756
Hf  0.62769  -0.26003  -0.73180
C  -1.74033  -0.46371  -0.30694
O  -2.72741  0.11229  -0.01359
C  0.36726  -0.76484  1.61758
O  -0.37608  -1.15249  2.44783
C  2.30547  -1.55639  -1.02921
C  2.74421  -0.19642  -1.10651
C  2.07589  0.72111  -1.97381
C  0.98101  0.27446  -2.78053
C  0.54448  -1.08182  -2.70350
C  1.20694  -1.99304  -1.82912
H  2.82396  -2.25327  -0.37331
H  3.60158  0.13166  -0.51182
H  2.43034  1.76232  -2.05994
H  0.49704  0.97248  -3.46449
H  -0.28597  -1.42578  -3.31885
H  0.89176  -3.02949  -1.79677
O  -0.22796  2.32445  1.41391
C  -0.08334  1.78978  0.37684

Here is what Mulliken gives for the atomic charges, in e: 0.78, -1.07, 0.45, 0.38, 0.35, -1.12, 0.31, 0.38, 0.45, -1.12, 0.45, 0.37, 0.32, 0.78, -1.07, 0.45, 0.38, 0.35, -1.13, 0.31, 0.37, 0.45, -1.12, 0.45, 0.37, 0.32, 0.78, -1.07, 0.45, 0.38, 0.35, -1.13, 0.45, 0.31, 0.37, -1.12, 0.45, 0.37, 0.32, 0.62, -0.10, -0.20, -0.09, -0.20, -0.60, -0.22, -0.58, -0.23, -0.58, -0.21, 0.55, 0.75, 0.54, 0.76, 0.55, 0.78, -0.19, -0.09

=====

Entry 4:
Density functional theory data (ωB97M-V with the def2-TZVPD basis set) for one molecule with the formula C6H13NP2 in a non-equilibrium geometry.

Computed properties:
- LUMO energy (spin up / spin down) (eV) = 0.80 / -1.39
- 2S+1 = 3
- highest occupied orbital energy (spin up / spin down) (eV) = -6.66 / -8.18
- total charge = 0
- orbital gap (spin up / spin down) (eV) = 7.457 / 6.794

Positions of all 22 atoms, in Å:
C  -1.28279  -0.63765  -0.14025
C  -2.49012  -0.01009  0.08280
C  1.81190  1.38308  0.27793
C  1.19351  -0.72599  1.38066
C  1.78820  -0.97985  -0.96035
C  1.06661  -0.02890  0.05238
N  -0.27415  0.25569  -0.39998
P  -0.85432  1.90436  -0.53753
P  -4.14091  -0.38304  -0.38719
H  -1.13567  -1.71593  -0.07777
H  1.07202  1.99995  0.75858
H  2.51136  0.97840  0.94442
H  2.22909  1.66497  -0.64895
H  0.58100  -0.12824  2.06814
H  2.22180  -0.89847  1.66489
H  0.75550  -1.79299  1.20764
H  2.15563  -0.49379  -1.80643
H  2.53917  -1.45808  -0.39580
H  1.13356  -1.80766  -1.29491
H  -1.87635  1.66075  -1.57848
H  -4.64051  0.40841  0.85040
H  -4.36453  0.80508  -1.06018

Here is what Mulliken gives for the atomic charges, in e: 0.60, -0.96, -1.76, -1.68, -1.44, 1.00, 0.16, -0.20, -0.13, 0.40, 0.58, 0.51, 0.40, 0.39, 0.55, 0.36, 0.39, 0.41, 0.36, 0.03, 0.06, 0.01

=====

Entry 5:
Density functional theory data (ωB97M-V with the def2-TZVPD basis set) for one molecule with the formula C2H5NO2.

Computed properties:
- LUMO energy (eV) = 0.71
- highest occupied orbital energy (eV) = -9.99
- total charge = 0
- orbital gap (eV) = 10.693

Positions of all 10 atoms, in Å:
N  0.78607  -0.56862  1.70022
C  -0.25265  0.17009  0.96437
C  -0.17246  0.28892  -0.53045
O  -0.27499  1.30643  -1.14462
O  -0.04514  -0.90442  -1.14398
H  0.34754  -0.79875  2.59847
H  0.92770  -1.50411  1.30042
H  -1.25370  -0.24734  1.14487
H  -0.31075  1.17247  1.38474
H  -0.06953  -0.65525  -2.08234

Here is what Mulliken gives for the atomic charges, in e: -0.62, -0.34, 0.52, -0.53, -0.45, 0.25, 0.26, 0.25, 0.33, 0.33